104
Properties=species:S:1:pos:R:3:forces:R:3 method="wB97M-V/def2-TZVPD" total_charge=+1 gap_ha=0.267 lumo_ev=-2.519 de_lowest_kcal_mol=1.9
H -5.768285 3.740409 -3.088539 -0.097 0.070 0.012
C 4.881626 -1.200536 1.303777 0.040 -0.367 0.249
C -1.152469 -3.544951 -2.464410 0.089 -0.117 -0.012
C -1.167880 -5.374485 -0.915519 0.034 0.099 -0.113
H 1.540412 2.258276 6.477403 -0.012 -0.062 0.003
H -2.869738 -3.359240 -3.723052 -0.062 0.048 -0.087
H 4.274628 -4.429739 3.661487 0.083 -0.059 0.073
H -5.063750 2.796941 2.551108 -0.041 -0.035 -0.092
C -2.871438 1.211955 -2.976941 0.066 0.072 -0.046
H -0.755668 2.131596 1.313022 -0.144 0.237 0.206
N 2.519344 -1.109138 1.084181 0.261 0.293 -0.302
C 1.684468 3.196757 1.239673 0.210 0.453 0.031
H -4.442600 3.768957 1.206652 -0.088 -0.044 -0.033
C 3.876404 0.463600 -3.754921 -0.059 -0.076 0.065
H 2.869967 0.981012 -0.379063 0.089 0.108 -0.039
C 2.385983 -2.180776 1.893601 0.597 -0.814 0.609
O 2.667166 -3.432671 -2.444930 0.510 0.567 -0.456
H 4.395304 -1.581154 -3.286517 0.034 -0.072 -0.002
H 2.011918 -5.236287 4.267103 0.010 -0.097 0.084
C -2.521029 1.322587 1.150838 0.471 0.300 0.114
C -0.527418 -4.265813 -1.453533 0.031 0.077 0.069
H 0.972038 -4.108953 0.066754 -0.011 -0.049 -0.124
O 2.229282 4.471037 6.984333 0.019 0.024 0.292
C 0.607162 2.048185 -2.826087 -0.916 0.457 0.338
N -1.734979 -0.794991 -0.699353 0.236 0.238 0.057
N -0.371150 1.869280 -2.042301 0.581 -0.577 0.030
H -1.334639 3.509767 -1.228137 0.018 0.025 -0.078
C -2.377612 3.163002 2.712865 0.140 -0.039 0.065
H 2.129881 4.192808 1.047717 -0.038 -0.026 -0.018
C 1.711096 1.102351 -2.976199 0.795 -0.122 -0.414
H 2.356560 4.808292 3.169627 0.002 0.025 -0.010
C 1.971536 -4.537007 -1.866713 -0.319 -0.570 0.350
C -0.583524 3.869309 -3.276210 -0.621 0.336 0.248
N 1.084236 -2.459336 -1.200600 0.154 0.645 -0.282
H 2.682422 -5.137892 -1.295552 -0.077 0.118 -0.021
H 0.919533 0.422759 4.918357 -0.036 -0.100 0.011
C 2.442076 -1.025551 -2.570989 0.553 0.357 -0.515
H -6.144241 1.414385 -3.796997 -0.081 -0.055 0.013
C 3.699614 -0.607291 0.815423 0.086 -0.201 0.089
N -3.911714 -1.579289 -0.509360 -0.244 -0.082 0.010
H 5.685118 -2.787980 2.478024 0.117 -0.053 0.044
O 0.622256 3.172520 -3.572622 0.759 -0.316 -0.268
H -0.327242 4.869824 -2.922399 -0.019 -0.104 -0.031
H -3.542622 4.450188 -2.293606 -0.017 0.185 0.015
N -3.160919 2.270372 1.878956 -0.150 -0.056 0.130
H 4.226358 1.424454 0.664847 -0.029 0.121 -0.075
C 1.979139 3.633411 4.894171 -0.203 -0.605 -0.897
H -4.768118 -1.597619 0.017914 0.066 -0.022 -0.019
H -4.262687 0.288933 0.922845 0.264 0.061 0.036
C 3.532388 -2.835860 2.430423 -0.351 0.170 -0.169
C -2.654867 2.527106 -2.590790 0.053 -0.069 0.131
C 3.388421 -3.948038 3.277761 -0.140 -0.070 0.057
N 1.500234 -0.099784 -2.461472 -0.152 0.039 -0.092
H 5.830351 -0.756850 1.049074 0.154 0.022 -0.011
C 3.823984 0.646544 0.013498 0.020 -0.031 -0.034
H -1.182042 3.948157 -4.189634 0.116 -0.039 0.139
H 4.799735 0.681903 -4.273144 0.025 0.003 0.005
C 1.240384 1.555637 3.125737 0.083 -0.093 0.222
C -3.032118 -5.032726 -2.394001 -0.121 0.022 0.005
C -3.709007 3.431037 -2.610412 0.054 -0.121 0.015
N -3.298825 0.318190 0.622068 -0.667 -0.056 0.208
O 0.921837 0.549019 2.417262 0.216 0.535 -0.028
Bi 0.403711 -0.105352 0.229245 0.002 0.474 -0.352
H -2.893742 -6.633629 -0.984625 -0.059 -0.086 0.078
H -4.287270 -0.222029 -3.685603 -0.042 -0.071 -0.053
C -2.411295 -5.757917 -1.389561 -0.012 -0.079 0.028
C 0.858923 -3.874534 -0.995978 0.089 -0.522 0.005
C -1.274260 2.982948 -2.187911 -0.076 0.505 -0.209
H 3.010704 2.413811 -4.076370 0.013 0.084 -0.015
H 4.525364 0.504743 -0.809069 0.014 0.049 0.011
S -0.393219 -1.968768 1.660268 -0.431 -0.844 0.367
C 2.135424 -4.390742 3.608924 0.356 -0.108 0.023
H -1.984521 4.014974 2.149278 0.042 0.026 -0.013
H -1.572862 -1.604062 -1.283519 -0.265 -0.191 0.003
H -0.686467 -5.946232 -0.136870 0.053 -0.056 0.152
C -4.499282 2.755765 1.617039 -0.214 0.094 -0.027
C 1.221430 1.390938 4.549310 -0.030 0.019 -0.022
C -2.910356 -0.713840 -0.207033 0.041 -0.169 -0.504
H -5.032342 2.139560 0.898718 -0.002 0.001 -0.041
H -3.673385 -2.419347 -1.013852 0.030 0.003 0.060
C 1.103300 -2.668798 2.246826 -0.319 -0.039 0.238
C -5.171196 1.715550 -3.438299 -0.080 -0.046 -0.026
C 2.891352 1.432514 -3.645538 -0.187 -0.125 0.097
C 1.565680 2.389305 5.405246 0.040 0.129 -0.010
H 1.554295 -5.144101 -2.675476 0.085 0.100 0.099
C -4.959354 3.027414 -3.044926 -0.064 0.093 0.009
H -0.646028 -2.695831 -2.901036 0.035 0.116 -0.073
C -2.402536 -3.920610 -2.927116 -0.023 0.020 -0.099
H -3.995527 -5.338735 -2.772554 -0.096 -0.052 -0.008
O 1.284477 2.545526 0.282834 -0.049 -0.090 -0.060
H 0.019095 -4.103020 3.362265 -0.112 -0.070 0.082
O 2.756769 5.718823 5.311431 0.120 0.325 0.022
H -3.019657 3.544908 3.505467 0.001 -0.001 -0.033
C 1.005154 -3.753918 3.099041 -0.040 0.369 -0.345
C 3.660251 -0.795118 -3.208261 -0.256 0.032 0.019
N -1.243548 1.304538 1.014088 -0.401 -0.057 -0.194
H -1.555271 2.619431 3.176448 0.002 0.039 0.026
C 1.640071 2.849182 2.631071 -0.113 -0.408 0.186
C 2.044939 -2.322625 -2.021777 -0.485 -0.714 0.493
H -2.040205 0.523806 -2.947317 -0.024 -0.077 -0.018
C -4.128703 0.804773 -3.388868 -0.050 -0.026 -0.041
C 4.797076 -2.311521 2.090736 0.050 0.318 -0.206
N 2.349973 4.680694 5.794947 0.113 0.370 0.147
C 2.026753 3.844922 3.535877 0.006 0.159 0.447